1.
{"formula": "CH4N2O2S", "method": "ωB97M-V/def2-TZVPD", "species": ["C", "N", "N", "O", "O", "S", "H", "H", "H", "H"], "positions_angstrom": [[1.29550, -0.39479, -0.44794], [1.06928, 0.09363, 0.84590], [0.61236, -1.24028, -1.04928], [-2.18908, 0.36283, 0.79575], [-3.21258, 1.96825, -0.78567], [-2.06009, 1.12551, -0.42882], [2.28832, -0.15459, -1.04131], [1.86380, 0.39625, 1.26179], [0.41727, -0.41171, 1.48587], [-0.08477, -1.74512, -0.63629]], "forces_ev_per_a": [[1.67, -0.24, 0.34], [-2.47, -1.31, -1.46], [1.66, 0.19, -2.95], [0.31, 0.44, -0.97], [2.13, -1.40, 0.43], [-2.38, 0.92, 0.55], [-1.93, 0.58, 1.72], [2.70, 1.26, 1.75], [0.81, 0.54, -1.20], [-2.49, -0.98, 1.80]], "lowdin_charge": [-0.398, 0.067, 0.064, -0.455, -0.447, 0.892, 0.145, 0.023, 0.111, -0.004], "energy_ha": -698.64192, "total_charge": 0, "e_above_lowest_ev": 0.9091, "lumo_energy_ev": -1.29, "gap_ev": 8.56, "mol_weight_g_mol": 108.12}



2.
{"formula": "C16H40Br4N3O4P", "method": "ωB97M-V/def2-TZVPD", "species": ["O", "P", "N", "C", "C", "N", "C", "C", "N", "C", "C", "H", "H", "H", "H", "H", "H", "H", "H", "H", "H", "H", "H", "H", "H", "H", "H", "H", "H", "C", "O", "C", "C", "O", "C", "C", "O", "C", "H", "H", "H", "H", "H", "H", "H", "H", "H", "H", "H", "H", "H", "H", "Br", "C", "C", "Br", "H", "H", "H", "H", "Br", "C", "C", "Br", "H", "H", "H", "H"], "positions_angstrom": [[10.93778, 9.79071, 16.89534], [10.53998, 11.06773, 17.51533], [10.45008, 10.94782, 19.24940], [9.96008, 11.93065, 20.21142], [11.30344, 9.95261, 19.84039], [8.94027, 11.52663, 17.13029], [8.34765, 12.81473, 17.52584], [7.98503, 10.57287, 16.52384], [11.51941, 12.39074, 17.18937], [12.83610, 12.56089, 17.92120], [11.44784, 12.88282, 15.80804], [10.48846, 12.87300, 20.06688], [10.03147, 11.59846, 21.24711], [8.91794, 12.16658, 19.99606], [11.63701, 9.05923, 19.31246], [10.92901, 9.63282, 20.81283], [12.26395, 10.44043, 20.00635], [7.61631, 12.51279, 18.27556], [9.06372, 13.52601, 17.93744], [7.75976, 13.29231, 16.74200], [8.46228, 9.98210, 15.74197], [7.71661, 9.85326, 17.29729], [7.00771, 10.91910, 16.18757], [12.68704, 12.41719, 18.99136], [13.56917, 11.83469, 17.57000], [13.13434, 13.54998, 17.57357], [11.74976, 13.93017, 15.80476], [10.47113, 12.73398, 15.34764], [12.13841, 12.35288, 15.15201], [13.02549, 8.63488, 8.13378], [14.13335, 8.62773, 9.00968], [13.87831, 8.58349, 10.38610], [13.39603, 7.15505, 10.88633], [11.98450, 7.13501, 10.99300], [11.39982, 5.87475, 11.28768], [11.23170, 5.63574, 12.80084], [12.47691, 5.54737, 13.45619], [12.65995, 5.30188, 14.78284], [12.57881, 9.62877, 8.10646], [12.40009, 7.79058, 8.42385], [13.27783, 8.49720, 7.08237], [13.16755, 9.35256, 10.68851], [14.80071, 8.74072, 10.94518], [13.87541, 6.96591, 11.84681], [13.77214, 6.32363, 10.29019], [11.78704, 5.02133, 10.73106], [10.42258, 5.93518, 10.80867], [10.59332, 4.78072, 13.02334], [10.71515, 6.50172, 13.21480], [11.83541, 4.69633, 15.15907], [12.72014, 6.26208, 15.29518], [13.58040, 4.80561, 15.09040], [8.40735, 4.80977, 9.08622], [7.43193, 5.76505, 10.66326], [5.94539, 5.61831, 10.44750], [4.93357, 6.43386, 11.98818], [7.75992, 6.80334, 10.71315], [7.77141, 5.23140, 11.55099], [5.52576, 4.64339, 10.19941], [5.68611, 6.16457, 9.54060], [12.95480, 10.50919, 13.31372], [11.05781, 9.88307, 13.68885], [10.27592, 9.76061, 12.34074], [8.49217, 8.89514, 12.56695], [10.49870, 10.59900, 14.29130], [11.12586, 8.93583, 14.22383], [10.86602, 9.26434, 11.57028], [10.23223, 10.79858, 12.01090]], "forces_ev_per_a": [[-0.15, 0.05, 0.07], [-1.80, 0.71, 1.91], [-0.02, -1.25, -1.68], [-0.29, 0.54, -1.35], [1.68, 0.15, 0.93], [0.85, 0.96, -1.50], [-0.35, -1.12, 0.38], [0.86, -1.11, 1.04], [-0.70, -0.48, 0.68], [-1.57, -0.36, -1.68], [0.96, -0.15, 0.12], [0.25, 0.25, 0.43], [0.20, -0.17, -0.24], [-0.09, -0.13, 0.19], [-1.00, 0.15, -0.74], [-0.16, -0.01, -0.03], [0.53, -0.03, 0.70], [-0.21, 0.68, 0.45], [0.04, -0.23, -0.07], [0.32, -0.04, -0.41], [-0.04, 0.21, -0.13], [-0.08, -0.34, 0.13], [0.46, 0.97, -0.17], [0.01, 0.46, -0.12], [0.10, -0.07, -0.04], [0.39, 0.10, 0.77], [-0.28, 0.16, -0.12], [-0.18, 0.26, 0.47], [0.24, -0.04, 0.04], [-0.02, -0.15, 0.40], [1.28, 0.27, -0.81], [-0.75, -2.00, 0.26], [0.51, 1.17, 0.32], [0.12, -0.49, -0.14], [-0.78, 0.22, 0.34], [0.10, 0.58, 0.47], [1.64, -0.41, -2.99], [-1.10, 0.41, 1.65], [-0.71, -0.06, 0.58], [-0.75, 0.41, -0.12], [0.87, -0.35, 0.19], [-0.19, -0.06, 0.06], [0.22, 0.34, -0.49], [-0.26, 0.19, 0.43], [-0.08, 0.17, -0.73], [1.03, 0.01, 0.23], [-0.44, 0.13, 0.54], [0.00, -0.43, -0.19], [-0.32, 0.30, -0.07], [-0.16, 0.01, 0.45], [-0.41, 0.14, 0.52], [0.23, -0.31, -0.94], [-0.89, 0.92, 1.26], [0.28, -1.21, -0.23], [-0.49, 0.75, -0.81], [0.71, -0.55, -0.96], [0.01, -0.23, -0.35], [0.09, 0.02, -0.19], [0.46, -0.27, 0.91], [-0.18, 0.55, 0.33], [-1.53, -0.40, 0.32], [-0.64, -0.65, -0.95], [1.49, 0.65, 0.56], [1.17, 0.68, -0.08], [0.69, 0.08, 0.23], [0.28, 0.23, -0.04], [-0.42, -0.63, 0.25], [-1.00, -0.09, -0.22]], "lowdin_charge": [-0.282, 0.564, -0.300, -0.104, -0.154, -0.302, -0.126, -0.098, -0.301, -0.053, -0.128, 0.072, 0.084, 0.057, 0.078, 0.078, 0.062, 0.070, 0.074, 0.077, 0.044, 0.077, 0.083, 0.061, 0.081, 0.078, 0.082, 0.072, 0.005, -0.094, -0.193, -0.200, -0.166, -0.162, -0.178, -0.169, -0.190, -0.129, 0.087, 0.085, 0.083, 0.063, 0.114, 0.108, 0.127, 0.128, 0.060, 0.124, 0.102, 0.088, 0.087, 0.086, 0.529, -0.597, -0.661, 0.557, -0.002, 0.050, 0.055, 0.051, 0.649, -0.585, -0.632, 0.629, 0.024, 0.041, 0.023, 0.054], "energy_ha": -11736.18613, "total_charge": 0, "lumo_energy_ev": 0.15, "gap_ev": 8.49, "mol_weight_g_mol": 689.10}



3.
{"formula": "C4H28NO11", "method": "ωB97M-V/def2-TZVPD", "species": ["C", "C", "C", "C", "O", "O", "N", "H", "H", "H", "H", "H", "H", "H", "H", "H", "H", "H", "H", "O", "H", "H", "O", "H", "H", "O", "H", "H", "O", "H", "H", "O", "H", "H", "O", "H", "H", "O", "H", "H", "O", "H", "H", "O"], "positions_angstrom": [[-0.20509, 2.16947, 1.40835], [-1.30714, 1.27041, 1.98523], [-2.13923, 0.54980, 0.92612], [-1.33089, -0.16625, -0.10209], [-1.82280, -1.39061, -0.39186], [-0.32278, 0.23207, -0.61934], [1.08160, 1.43453, 1.18422], [-0.52564, 2.61132, 0.46015], [-0.00978, 3.01683, 2.10461], [-1.96033, 1.97721, 2.59759], [-0.84262, 0.57252, 2.73988], [-2.82483, 1.29894, 0.40039], [-2.87498, -0.15156, 1.37258], [-1.45344, -1.72381, -1.37466], [1.29155, 1.35538, 0.16746], [1.89400, 1.88296, 1.57996], [1.10918, 0.47880, 1.54952], [-2.83794, 1.05076, -3.11657], [-1.64008, 1.54159, -2.34339], [-2.17039, 0.77094, -2.49112], [0.06089, -1.50793, 2.44702], [1.48477, -1.43442, 3.03493], [0.71604, -0.92211, 2.77606], [-1.20468, -0.54557, -2.82346], [-0.74471, -1.91073, -3.64827], [-0.64961, -1.43768, -2.79109], [3.50589, -0.86803, 0.36943], [2.23040, -1.58914, 0.96169], [2.53246, -0.79080, 0.49959], [1.99350, -0.81257, -1.14899], [0.92539, -0.85072, -2.37479], [1.81135, -0.59460, -2.07689], [2.56451, 2.32343, -1.95916], [1.74501, 0.94772, -1.79897], [1.80239, 1.92657, -1.54608], [-1.28712, -2.53927, 0.70588], [-1.50399, -3.80197, 1.65413], [-0.88346, -3.08485, 1.46935], [2.22401, -3.90962, 1.51974], [0.79835, -3.23934, 1.49956], [1.78628, -3.07163, 1.67874], [0.19154, 2.51036, -1.78524], [-0.54128, 3.51217, -2.69965], [-0.66630, 2.90945, -2.00055]], "forces_ev_per_a": [[-0.11, 0.68, 0.61], [-0.01, 0.75, 1.48], [-1.69, 0.65, 0.24], [-0.34, -0.90, -0.09], [0.42, -0.81, -2.52], [0.07, 0.40, 0.04], [0.31, 0.24, -0.89], [0.21, -0.12, 0.12], [0.00, -0.74, -0.43], [0.56, -1.09, -0.88], [-0.63, 0.68, -0.86], [1.12, -0.86, 0.32], [0.64, 0.29, -0.11], [-0.42, 1.12, 2.39], [-0.11, 0.20, 0.51], [0.13, 0.44, 0.30], [-0.36, -0.26, 0.30], [-0.33, -0.08, -0.23], [1.12, 1.59, 0.38], [-0.98, -1.64, -0.46], [-0.91, -1.32, -0.24], [-0.09, -0.43, -0.01], [0.80, 1.78, 0.58], [0.84, -1.46, -0.31], [-0.06, 0.53, 0.83], [-1.44, 0.94, -0.70], [-1.06, -0.09, 0.25], [0.20, -0.65, 0.10], [1.40, 0.66, -0.39], [-0.46, -0.38, 0.09], [-0.01, -0.39, 0.47], [0.87, 0.57, -0.80], [0.35, 0.00, -0.23], [0.46, 0.13, -0.41], [-0.60, -0.21, 0.52], [0.50, -0.95, 1.24], [0.13, 0.14, 0.04], [-0.72, 0.78, -1.14], [0.18, -0.15, -0.05], [1.35, 0.12, 0.30], [-1.33, -0.47, -0.26], [0.62, 0.11, -0.21], [0.38, 1.14, -1.24], [-0.97, -0.98, 1.35]], "lowdin_charge": [-0.131, -0.158, -0.079, -0.521, 0.020, 0.076, 0.151, 0.112, 0.139, 0.144, 0.113, 0.165, 0.138, 0.174, 0.084, 0.160, 0.079, 0.088, -0.010, -0.018, 0.002, 0.062, -0.036, 0.081, 0.113, -0.095, 0.109, 0.001, -0.061, 0.003, 0.007, -0.057, 0.075, 0.014, -0.082, 0.061, 0.085, -0.066, 0.075, 0.047, -0.082, 0.000, 0.048, -0.031], "energy_ha": -1051.46846, "total_charge": 1, "e_above_lowest_ev": 0.0000, "lumo_energy_ev": -2.29, "gap_ev": 11.32, "mol_weight_g_mol": 266.26}



4.
{"formula": "C2H5ClN2", "method": "ωB97M-V/def2-TZVPD", "species": ["C", "C", "N", "N", "Cl", "H", "H", "H", "H", "H"], "positions_angstrom": [[-0.48718, 0.55226, 0.74009], [0.38960, 0.27393, -0.52368], [0.04076, 0.45931, 1.90855], [-0.30731, -0.83907, -1.07056], [0.47189, -1.19349, -2.63665], [-1.59820, 0.81597, 0.56342], [0.46817, 1.23909, -1.08228], [1.42009, -0.05413, -0.19573], [-0.38154, 0.39917, 2.82425], [-0.01628, -1.65303, -0.52741]], "forces_ev_per_a": [[-0.27, 0.56, 2.20], [0.74, 1.30, 2.85], [0.87, -0.91, -2.29], [0.13, -0.77, -2.07], [-0.38, -0.12, 0.26], [1.58, -0.57, 0.03], [-0.39, -1.22, -0.27], [-0.91, 0.84, -0.18], [-1.10, 0.73, -0.49], [-0.26, 0.15, -0.03]], "lowdin_charge": [-0.236, -0.369, 0.075, -0.444, 0.510, 0.128, 0.117, 0.115, 0.042, 0.062], "energy_ha": -648.82261, "total_charge": 0, "e_above_lowest_ev": 2.2121, "lumo_energy_ev": 0.50, "gap_ev": 10.13, "mol_weight_g_mol": 92.53}